Version one
The following is a quantum chemistry calculation of 2 unconnected molecules or ions with the total composition C3H8O4, from OMol25.

Geometry (Å):
1 O -1.497 -1.229 0.738
2 C -1.884 -0.225 0.206
3 O -2.249 0.893 0.804
4 O -2.009 -0.084 -1.115
5 O -1.618 -1.236 -1.804
6 H -2.158 0.810 1.766
7 H -1.344 -1.863 -1.094
8 C 1.380 0.782 -0.537
9 C 1.806 -0.050 0.664
10 H 1.085 0.142 -1.366
11 H 2.199 1.414 -0.873
12 H 0.539 1.427 -0.286
13 H 2.094 0.594 1.492
14 H 2.658 -0.677 0.408
15 H 0.998 -0.697 0.998

The molar mass comes out at 108.1 u. As for the HOMO energy: -0.405 Eh. Its LUMO energy is 0.491 eV. The net charge is 0. As for the SMILES: O=C(O)OO.CC.


Version two
The following is a quantum chemistry calculation of a molecular structure, C3H8O4, from OMol25.

Geometry (Å):
1 C -1.624 0.153 -0.549
2 C 0.648 -1.036 0.136
3 C 1.196 0.078 1.010
4 O -1.658 0.929 0.496
5 O -2.018 -1.041 -0.549
6 O -1.102 0.730 -1.644
7 O 0.891 1.407 0.520
8 H -1.171 0.109 -2.383
9 H -0.807 1.456 0.527
10 H -0.649 -1.308 -0.059
11 H 1.211 1.481 -0.388
12 H 0.916 -1.992 0.597
13 H 1.131 -1.024 -0.846
14 H 0.750 0.044 2.005
15 H 2.286 0.014 1.127

The molar mass comes out at 108.1 u. As for the HOMO energy: -0.355 Eh. Its LUMO energy is 0.503 eV. The net charge is 0.


Ordering by calculated energy gives the sequence version two, version one, with the first entry being the most stable.


Version one
The following is a quantum chemistry calculation of 2 unconnected molecules or ions with the total composition C2H11N2O, from OMol25.

Geometry (Å):
1 C -1.406 -0.142 -0.288
2 N -1.080 1.004 0.549
3 C -0.525 -1.334 0.098
4 N 0.791 -0.858 0.673
5 H -1.318 0.058 -1.357
6 H -2.436 -0.445 -0.114
7 H -0.449 1.641 0.053
8 H -1.899 1.536 0.798
9 H -0.255 -1.978 -0.737
10 H -0.961 -1.975 0.860
11 H 1.319 -1.663 1.009
12 H 1.381 -0.375 -0.020
13 H 0.649 -0.216 1.450
14 H 2.241 1.471 -1.749
15 H 2.110 2.007 -0.331
16 O 1.839 1.270 -0.894

The molar mass comes out at 79.1 u. As for the HOMO energy: -0.515 Eh. Its LUMO energy is -3.222 eV. The net charge is +1.


Version two
The following is a quantum chemistry calculation of 2 unconnected molecules or ions with the total composition C2H11N2O, from OMol25.

Geometry (Å):
1 C 0.930 -2.185 0.323
2 N -0.396 -1.656 -0.236
3 H 0.763 -2.798 1.336
4 H 1.516 -1.313 0.497
5 H 1.302 -2.769 -0.509
6 H -0.778 -2.399 -0.840
7 H -0.984 -1.580 0.616
8 H -0.317 -0.745 -0.655
9 N 0.112 0.838 -1.007
10 C -0.743 1.512 -0.128
11 O 0.113 1.676 1.024
12 H 1.084 1.091 -0.781
13 H -0.178 1.179 -1.989
14 H -1.479 0.864 0.349
15 H -0.997 2.567 -0.455
16 H 0.033 2.252 1.769

The molar mass comes out at 79.1 u. As for the HOMO energy: -0.524 Eh. Its LUMO energy is -3.274 eV. The net charge is +1.


Ordering by calculated energy gives the sequence version one, version two, with the first entry being the most stable.


Version one
The following is a quantum chemistry calculation of 2 unconnected molecules or ions with the total composition C2H11N2O, from OMol25.

Geometry (Å):
1 N 0.426 -0.787 -0.623
2 C -0.418 -0.962 0.590
3 C -1.651 -0.058 0.528
4 N -1.319 1.128 -0.277
5 H 0.099 -1.288 -1.443
6 H 1.436 -0.597 -0.531
7 H 0.067 0.213 -0.793
8 H 0.156 -0.861 1.503
9 H -0.669 -2.020 0.631
10 H -1.791 0.208 1.579
11 H -2.603 -0.419 0.200
12 H -2.065 1.208 -0.960
13 H -1.270 2.081 0.059
14 H 2.892 1.281 0.319
15 H 3.815 0.342 -0.500
16 O 2.896 0.530 -0.285

The molar mass comes out at 79.1 u. As for the HOMO energy: -0.542 Eh. Its LUMO energy is -3.002 eV. The net charge is +1.


Version two
The following is a quantum chemistry calculation of 2 unconnected molecules or ions with the total composition C2H11N2O, from OMol25.

Geometry (Å):
1 C 0.850 -0.148 1.295
2 N 1.366 -1.489 0.981
3 C 0.500 0.485 -0.073
4 N -0.179 -0.542 -0.919
5 H -0.139 -0.337 1.705
6 H 1.494 0.503 1.870
7 H 1.452 -2.044 1.825
8 H 2.322 -1.430 0.623
9 H -0.093 1.388 -0.012
10 H 1.460 0.639 -0.556
11 H -0.096 -0.239 -1.886
12 H -1.188 -0.552 -0.759
13 H 0.226 -1.455 -0.621
14 H -2.645 2.450 -0.839
15 H -2.875 1.267 -1.736
16 O -2.457 1.502 -0.898

The molar mass comes out at 79.1 u. As for the HOMO energy: -0.538 Eh. Its LUMO energy is -3.189 eV. The net charge is +1.


Ordering by calculated energy gives the sequence version two, version one, with the first entry being the most stable.


Version one
The following is a quantum chemistry calculation of 2 unconnected molecules or ions with the total composition C6H7B, from OMol25.

Geometry (Å):
1 B -3.092 -0.426 0.048
2 C 2.304 0.036 0.031
3 C 1.567 -1.193 -0.027
4 C 1.509 1.120 0.010
5 C 0.251 -0.866 -0.036
6 C 0.163 0.583 0.022
7 C -1.005 1.212 -0.008
8 H -3.570 -0.222 -0.887
9 H -3.574 -0.767 1.012
10 H 3.388 -0.174 0.133
11 H 2.142 -2.111 -0.193
12 H 1.913 2.078 0.105
13 H -0.628 -1.468 -0.048
14 H -1.368 2.197 -0.162

The molar mass comes out at 89.9 u. As for the HOMO energy: -0.307 Eh. Its LUMO energy is -0.818 eV. The net charge is 0.


Version two
The following is a quantum chemistry calculation of C6H7B in the gas phase, from OMol25.

Geometry (Å):
1 B 1.626 0.516 -0.973
2 C 1.828 0.467 0.388
3 C 1.271 0.276 1.528
4 C 0.381 0.168 -1.871
5 C -0.071 0.004 1.797
6 C -0.924 0.011 0.331
7 C -0.400 -0.632 -0.905
8 H -0.175 1.039 -2.153
9 H 0.541 -0.294 -2.724
10 H -0.055 -1.022 2.215
11 H -0.640 0.584 2.606
12 H -1.881 -0.450 0.562
13 H -1.288 1.068 0.258
14 H -0.214 -1.735 -1.059

The molar mass comes out at 89.9 u. As for the HOMO energy (spin up / spin down): -0.258 / -0.274 Eh. Its LUMO energy (spin up / spin down) is -0.124 / -0.124 eV. The net charge is 0.


Ordering by calculated energy gives the sequence version two, version one, with the first entry being the most stable.


Version one
The following is a quantum chemistry calculation of 2 unconnected molecules or ions with the total composition C8H10S, from OMol25.

Geometry (Å):
1 C 2.255 0.763 0.295
2 C 1.118 0.181 1.055
3 C 0.608 0.728 2.266
4 C -0.351 -0.055 2.805
5 S -0.717 -1.414 1.843
6 C 0.434 -0.935 0.654
7 H 1.994 1.661 -0.236
8 H 2.803 1.251 1.164
9 H 2.968 0.332 -0.387
10 H 1.154 1.530 2.736
11 H -0.658 -0.059 3.813
12 H 0.666 -1.598 -0.184
13 C -0.804 0.422 -1.917
14 C -1.736 -0.331 -2.371
15 C -2.792 -1.029 -2.784
16 H 0.257 0.139 -1.936
17 H -0.827 1.031 -1.009
18 H -2.985 -1.960 -2.271
19 H -3.388 -0.657 -3.537

The molar mass comes out at 138.2 u. As for the HOMO energy: -0.322 Eh. Its LUMO energy is 0.826 eV. The net charge is 0. As for the SMILES: Cc1ccsc1.C=C=C.


Version two
The following is a quantum chemistry calculation of C8H10S in the gas phase, from OMol25.

Geometry (Å):
1 C 1.112 -2.242 -0.063
2 C 0.602 -1.040 0.017
3 C 1.421 0.228 0.117
4 S 3.001 0.340 -0.262
5 C 0.434 1.267 0.483
6 C -0.381 1.368 -0.892
7 C -1.292 0.174 -0.977
8 C -0.777 -0.655 0.290
9 C -0.540 0.332 1.299
10 H 0.507 -3.158 0.134
11 H 2.202 -2.250 -0.356
12 H 0.895 2.316 0.896
13 H 0.346 1.668 -1.633
14 H -0.924 2.298 -0.575
15 H -2.310 0.364 -0.897
16 H -1.027 -0.301 -1.961
17 H -1.499 -1.547 0.464
18 H -1.503 0.835 1.567
19 H -0.269 0.004 2.351

The molar mass comes out at 138.2 u. As for the HOMO energy: -0.306 Eh. Its LUMO energy is -0.219 eV. The net charge is 0. As for the SMILES: C=C1C(=S)[C@H]2CC[C@@H]1C2.


Ordering by calculated energy gives the sequence version two, version one, with the first entry being the most stable.


Version one
The following is a quantum chemistry calculation of 2 unconnected molecules or ions with the total composition C2H2ClFNO2, from OMol25.

Geometry (Å):
1 C 1.475 -0.802 0.020
2 C -1.314 0.447 -0.153
3 N 0.561 0.186 0.620
4 O 2.568 -0.530 0.598
5 O 1.134 -1.577 -0.808
6 F -1.971 1.431 0.522
7 Cl -2.068 -1.106 0.091
8 H -1.300 0.746 -1.332
9 H 0.915 1.206 0.444

The molar mass comes out at 126.5 u. As for the HOMO energy (spin up / spin down): -0.153 / -0.153 Eh. Its LUMO energy (spin up / spin down) is 3.662 / 3.662 eV. The net charge is -1.


Version two
The following is a quantum chemistry calculation of a gas-phase ion, C2H2ClFNO2 (charge -1), from OMol25.

Geometry (Å):
1 O -2.354 0.065 -0.768
2 C -1.452 -0.197 0.069
3 O -1.476 -0.321 1.256
4 N -0.126 -0.301 -0.611
5 C 1.017 0.035 0.288
6 F 1.307 1.341 0.072
7 Cl 2.458 -0.820 -0.030
8 H -0.046 0.271 -1.486
9 H 0.672 -0.074 1.209

The molar mass comes out at 126.5 u. As for the HOMO energy: -0.164 Eh. Its LUMO energy is 3.425 eV. The net charge is -1. As for the SMILES: O=C([O-])N[C@H](F)Cl.


Ordering by calculated energy gives the sequence version two, version one, with the first entry being the most stable.